Density functional theory data (ωB97M-V/def2-TZVPD) for a cluster of 14 separate species, C74H193F9N27O17P9 in total at a distorted geometry.

ORCA input file:
```
! RIJCOSX wB97M-V def2-TZVPD def2/J DEFGRID3
* xyz 0 1
C -3.300 4.098 4.959
C -4.259 5.277 4.893
O -4.307 5.941 6.224
C -3.218 6.557 6.553
O -2.220 6.740 5.835
C -3.068 6.986 8.024
F -3.812 6.339 8.864
F -1.791 6.910 8.431
F -3.439 8.266 7.985
H -3.732 3.162 5.389
H -2.357 4.243 5.425
H -2.985 3.853 3.914
H -5.282 5.033 4.756
H -3.959 6.057 4.192
C 5.277 -4.442 -1.244
C 4.781 -5.850 -0.865
O 3.407 -5.842 -0.352
C 2.482 -5.813 -1.286
O 2.654 -5.773 -2.476
C 1.045 -5.697 -0.600
F 0.183 -6.463 -1.222
F 1.074 -6.148 0.706
F 0.639 -4.425 -0.601
H 4.704 -4.141 -2.150
H 6.333 -4.515 -1.477
H 5.172 -3.667 -0.477
H 5.274 -6.266 0.052
H 4.832 -6.656 -1.663
C 2.527 -1.207 5.475
C 3.270 -2.213 4.645
O 3.034 -3.555 5.073
C 3.320 -4.498 4.191
O 3.790 -4.270 3.129
C 2.863 -5.949 4.609
F 1.540 -6.013 4.439
F 3.380 -6.818 3.732
F 3.250 -6.278 5.810
H 3.240 -0.613 6.112
H 1.742 -1.684 5.981
H 2.119 -0.494 4.804
H 4.310 -2.059 4.594
H 2.920 -2.176 3.618
O 8.050 -1.266 -0.028
P 8.319 -1.011 1.407
N 9.767 -0.294 1.681
C 10.132 0.020 3.092
C 10.300 0.662 0.751
N 8.453 -2.470 2.243
C 9.617 -3.275 1.881
C 7.339 -3.334 2.457
N 7.048 -0.280 2.093
C 5.841 0.115 1.327
C 6.756 -0.132 3.469
H 9.548 0.883 3.466
H 11.192 0.192 3.117
H 9.856 -0.911 3.681
H 10.008 0.370 -0.277
H 11.410 0.626 0.762
H 9.908 1.691 0.825
H 9.615 -3.507 0.807
H 10.518 -2.581 1.996
H 9.660 -4.174 2.507
H 6.485 -2.711 2.720
H 7.200 -3.863 1.585
H 7.599 -4.036 3.295
H 5.866 -0.174 0.326
H 4.923 -0.345 1.734
H 5.555 1.220 1.364
H 5.771 -0.582 3.745
H 6.568 0.949 3.710
H 7.588 -0.563 4.072
O -3.509 -0.300 -2.033
P -4.375 -1.351 -2.667
N -3.409 -2.484 -3.474
C -1.996 -2.686 -3.090
C -3.891 -3.748 -4.105
N -5.539 -0.692 -3.685
C -6.623 -1.374 -4.404
C -5.192 0.550 -4.336
N -5.312 -2.301 -1.691
C -6.369 -1.759 -0.864
C -4.561 -3.375 -1.026
H -1.654 -1.683 -2.607
H -1.302 -2.765 -3.965
H -1.840 -3.512 -2.404
H -3.595 -4.560 -3.461
H -3.446 -3.874 -5.081
H -4.958 -3.839 -4.185
H -6.326 -1.449 -5.442
H -6.929 -2.335 -4.029
H -7.468 -0.704 -4.236
H -6.011 1.196 -4.483
H -4.427 1.122 -3.830
H -4.660 0.425 -5.313
H -6.693 -0.770 -1.192
H -7.254 -2.359 -0.889
H -5.975 -1.605 0.208
H -4.362 -4.182 -1.705
H -4.966 -3.753 -0.084
H -3.601 -2.840 -0.729
O -5.209 -6.672 -2.135
P -4.835 -7.025 -0.759
N -5.573 -6.082 0.413
C -5.369 -6.350 1.914
C -6.859 -5.417 0.158
N -3.219 -7.044 -0.287
C -2.495 -5.860 0.243
C -2.372 -7.922 -1.090
N -5.290 -8.602 -0.518
C -6.243 -9.092 -1.523
C -5.173 -9.445 0.662
H -4.490 -6.925 1.892
H -6.154 -7.048 2.310
H -5.184 -5.439 2.434
H -7.596 -6.167 0.307
H -6.810 -5.031 -0.859
H -6.816 -4.680 0.949
H -1.904 -6.148 1.112
H -1.908 -5.300 -0.440
H -3.223 -5.141 0.710
H -1.698 -8.480 -0.396
H -2.975 -8.687 -1.614
H -1.742 -7.417 -1.788
H -7.239 -8.745 -1.295
H -5.859 -8.826 -2.507
H -6.246 -10.203 -1.338
H -6.217 -9.687 0.931
H -4.786 -8.908 1.494
H -4.602 -10.300 0.447
O 1.640 4.337 -0.972
P 2.500 5.068 -1.952
N 4.102 5.291 -1.443
C 4.953 4.096 -1.430
C 4.168 6.019 -0.116
N 2.051 6.674 -2.234
C 2.935 7.735 -2.580
C 0.647 6.892 -2.475
N 2.629 4.275 -3.380
C 2.854 5.013 -4.662
C 2.205 2.923 -3.656
H 4.650 3.406 -0.664
H 5.944 4.337 -1.154
H 5.014 3.670 -2.408
H 4.345 5.291 0.685
H 3.294 6.639 0.119
H 4.953 6.816 -0.253
H 3.909 7.411 -2.372
H 2.944 8.128 -3.645
H 2.569 8.637 -2.059
H 0.218 6.355 -3.309
H 0.003 6.716 -1.581
H 0.492 7.914 -2.768
H 1.956 4.882 -5.291
H 3.067 6.052 -4.562
H 3.666 4.575 -5.298
H 1.388 2.892 -4.381
H 1.759 2.445 -2.700
H 3.084 2.221 -3.914
O -4.859 4.272 1.862
P -4.463 4.179 0.426
N -5.647 4.852 -0.555
C -6.957 5.224 0.024
C -5.541 5.158 -1.980
N -4.364 2.561 -0.081
C -5.691 2.036 -0.539
C -3.801 1.676 0.970
N -2.975 4.824 0.033
C -2.130 4.443 -1.174
C -2.514 5.927 0.920
H -7.011 6.365 -0.162
H -6.946 5.114 1.088
H -7.703 4.730 -0.570
H -5.318 6.208 -2.108
H -6.451 4.918 -2.543
H -4.713 4.525 -2.379
H -5.611 0.958 -0.831
H -6.421 2.137 0.253
H -6.039 2.492 -1.462
H -4.364 1.616 1.888
H -3.807 0.638 0.631
H -2.827 1.968 1.197
H -2.327 5.139 -1.976
H -1.097 4.475 -0.932
H -2.423 3.447 -1.489
H -3.055 5.842 1.790
H -2.646 6.942 0.483
H -1.469 5.811 1.162
O -3.409 2.285 -6.824
P -1.930 2.234 -6.551
N -1.066 3.048 -7.726
C -1.735 3.888 -8.681
C 0.361 3.164 -7.755
N -1.315 0.686 -6.412
C -1.980 -0.266 -7.247
C -0.211 0.163 -5.562
N -1.427 2.924 -5.142
C -1.245 4.327 -5.053
C -1.852 2.298 -3.904
H -2.769 3.575 -8.778
H -1.367 3.805 -9.663
H -1.751 4.920 -8.417
H 0.823 2.568 -8.553
H 0.782 2.779 -6.799
H 0.634 4.225 -7.842
H -2.544 -0.980 -6.688
H -2.742 0.142 -7.861
H -1.291 -0.788 -7.923
H 0.458 0.955 -5.356
H -0.451 -0.168 -4.579
H 0.391 -0.585 -6.047
H -2.078 4.884 -4.633
H -0.318 4.549 -4.515
H -0.971 4.708 -6.040
H -2.776 2.746 -3.539
H -1.093 2.489 -3.099
H -2.017 1.230 -4.103
O 1.016 -0.434 2.603
P 1.055 0.192 1.247
N 1.313 1.825 1.140
C 2.526 2.368 1.703
C 0.155 2.595 1.474
N -0.282 -0.036 0.367
C -1.136 -1.178 0.614
C -0.498 0.478 -1.038
N 2.455 -0.339 0.490
C 2.748 0.414 -0.787
C 2.583 -1.762 0.361
H 3.319 1.633 1.904
H 2.443 2.808 2.717
H 2.871 3.207 1.092
H 0.330 3.643 1.269
H -0.161 2.450 2.530
H -0.673 2.273 0.911
H -2.171 -0.929 0.369
H -0.810 -2.038 0.039
H -1.046 -1.444 1.642
H -1.566 0.497 -1.317
H -0.205 1.507 -1.111
H 0.095 -0.206 -1.667
H 2.138 0.050 -1.671
H 2.515 1.463 -0.563
H 3.762 0.275 -1.152
H 2.523 -2.288 1.311
H 3.595 -2.002 0.042
H 1.862 -2.269 -0.284
O -4.193 -3.448 5.041
P -3.133 -2.460 4.897
N -1.697 -3.277 4.703
C -0.406 -2.584 4.559
C -1.759 -4.687 5.129
N -2.785 -1.528 6.266
C -2.154 -2.261 7.431
C -3.945 -0.591 6.673
N -3.358 -1.351 3.729
C -4.678 -1.229 3.100
C -2.579 -0.061 3.718
H -0.168 -2.151 5.521
H -0.439 -1.793 3.777
H 0.240 -3.362 4.229
H -2.829 -5.030 5.223
H -1.225 -4.889 6.033
H -1.327 -5.348 4.372
H -1.447 -2.968 7.079
H -1.709 -1.598 8.155
H -2.826 -2.880 8.046
H -4.386 -0.170 5.738
H -4.744 -1.084 7.279
H -3.546 0.080 7.434
H -4.530 -0.629 2.215
H -5.091 -2.207 2.862
H -5.391 -0.638 3.719
H -3.273 0.754 4.148
H -2.282 0.122 2.741
H -1.717 -0.179 4.326
O 2.496 -0.624 -4.050
P 3.346 -1.452 -4.929
N 3.174 -0.988 -6.559
C 2.790 -1.899 -7.594
C 3.834 0.158 -7.017
N 3.001 -3.114 -4.930
C 1.553 -3.473 -4.669
C 3.861 -4.230 -5.275
N 5.028 -1.348 -4.610
C 5.978 -1.677 -5.680
C 5.557 -1.677 -3.255
H 3.643 -2.193 -8.211
H 2.027 -1.357 -8.177
H 2.287 -2.767 -7.175
H 3.235 0.862 -7.723
H 4.625 -0.001 -7.704
H 4.134 0.764 -6.195
H 1.283 -3.005 -3.700
H 0.859 -3.250 -5.489
H 1.520 -4.686 -4.541
H 4.730 -3.879 -5.940
H 4.069 -4.860 -4.411
H 3.229 -4.887 -5.973
H 6.363 -2.700 -5.496
H 5.583 -1.667 -6.697
H 6.836 -1.078 -5.673
H 4.674 -1.749 -2.588
H 6.193 -0.979 -2.738
H 5.953 -2.685 -3.304
C 0.370 6.223 3.092
C 0.892 6.398 4.562
C 2.268 5.781 4.648
O 2.426 5.094 3.392
C 1.711 5.866 2.436
H -0.089 7.144 2.801
H -0.352 5.336 3.006
H 0.195 5.968 5.331
H 1.004 7.507 4.797
H 2.319 5.024 5.421
H 3.014 6.569 4.815
H 1.603 5.119 1.623
H 2.332 6.719 2.138
C -1.400 3.081 7.666
C -0.603 2.328 6.518
C -0.271 1.002 7.229
O -1.047 0.877 8.410
C -1.207 2.225 8.920
H -2.424 3.316 7.517
H -0.980 4.051 7.934
H 0.296 2.822 6.201
H -1.271 2.223 5.647
H 0.819 1.115 7.500
H -0.499 0.186 6.514
H -0.251 2.414 9.457
H -1.971 2.259 9.722
*
```

The LUMO energy comes out at 0.4 eV. The value obtained for the calculated total energy is -9664.1465 a.u. As for the HOMO energy: -8.20 eV.